Entry 1:
DFT (ωB97M-V with the def2-TZVPD basis set) results for a gas-phase ion, C4H2NO3 (charge -1) in a non-equilibrium geometry.

```
! wB97M-V def2-TZVPD RIJCOSX def2/J DEFGRID3
* xyz -1 1
C 0.4267 -1.1599 -0.7614
C 0.1072 0.2946 -0.7545
C 1.1994 0.9122 -0.0251
C -1.2588 0.2571 0.1390
N 2.0798 1.3080 0.6314
O -1.2244 -0.1765 1.2755
O 0.5808 -1.7668 0.4192
O -2.1192 0.8477 -0.5235
H -0.1094 0.8346 -1.6529
H 0.3178 -1.3510 1.2523
*
```

For the energy above the lowest of the compared OMol25 structures with the same formula, charge and spin, the calculation gives 52.8 kcal/mol. Its frontier orbital gap is 8.393 eV.

Entry 2:
DFT (ωB97M-V with the def2-TZVPD basis set) results for a molecular structure, C28H72Br2I3N2O15P in a non-equilibrium geometry.

```
! wB97M-V def2-TZVPD RIJCOSX def2/J DEFGRID3
* xyz 0 1
C 7.1152 -1.2418 -0.6925
C 6.3356 -1.0939 -2.0714
C 5.4128 0.2074 -1.9590
C 3.9646 -0.3536 -1.6350
O 2.9174 0.5976 -1.7962
C 2.2094 0.9849 -0.6268
N 3.1931 1.2965 0.4207
C 3.9277 2.2392 0.1949
O 4.5318 3.1586 -0.0883
C 1.4398 2.2951 -1.1855
I 1.0288 2.3454 -3.3275
C 1.0428 3.3861 -0.4727
C 1.2297 3.4849 1.0582
I 0.0613 5.0995 -1.4041
C 1.1161 -0.1323 -0.1661
O 1.2719 -1.3968 -0.7925
C 0.7647 -1.5354 -2.1149
C 1.6454 -2.5913 -2.9177
C 2.2884 -3.6812 -1.9905
C 1.0951 -4.5580 -1.4313
I 1.7791 -6.1666 -0.1627
C 1.2793 -0.4941 1.3883
Br 2.9355 -1.5960 1.6809
C 0.1012 -1.5090 1.8879
C -1.0129 -0.8065 2.7362
Br 0.8602 -2.8996 3.1398
P -0.6727 0.4797 -0.5396
N -1.8471 -0.7955 -0.4726
O -1.1873 1.5218 0.7090
H 6.4161 -0.9563 0.1411
H 8.0164 -0.5784 -0.6552
H 7.3944 -2.3106 -0.4992
H 5.7135 -2.0147 -2.1564
H 7.0448 -0.9995 -2.9244
H 5.4155 0.7667 -2.9266
H 5.8398 0.7973 -1.1149
H 3.8148 -1.1620 -2.3990
H 4.0516 -0.8730 -0.6559
H 0.3053 3.9437 1.5054
H 2.0398 4.2264 1.2738
H 1.3742 2.5158 1.5825
H -0.2750 -1.9615 -2.1777
H 0.7718 -0.6088 -2.7398
H 0.9545 -3.1408 -3.6172
H 2.3800 -2.0860 -3.5988
H 2.9453 -3.2857 -1.1868
H 2.8512 -4.3786 -2.6713
H 0.4783 -4.9444 -2.2827
H 0.4203 -3.9008 -0.8358
H 1.2667 0.4023 2.0464
H -0.2818 -2.1316 1.0454
H -0.6943 0.1980 3.1211
H -1.2766 -1.4190 3.6217
H -1.9683 -0.6531 2.1752
H -2.2460 -0.9975 -1.3905
H -2.6360 -0.5921 0.1428
H -0.5799 1.4859 1.4673
C -4.4462 2.8951 0.9193
O -4.6833 3.0631 -0.4726
H -5.3996 2.9100 1.4449
H -3.9505 1.9362 1.0912
H -3.8171 3.7099 1.2864
H -3.8235 3.0452 -0.9095
C -6.8863 5.6250 -0.7138
O -7.7941 5.0675 0.2273
H -6.7680 6.6867 -0.4994
H -5.9174 5.1294 -0.6303
H -7.2823 5.5025 -1.7261
H -7.8815 4.1292 0.0152
C 3.4224 5.2435 -5.5898
O 2.0245 5.3112 -5.8391
H 3.8788 6.1753 -5.9193
H 3.6048 5.1115 -4.5199
H 3.8615 4.4111 -6.1462
H 1.6416 4.4787 -5.5407
C 1.8472 -2.6284 7.3390
O 2.7289 -3.7278 7.1492
H 1.7832 -2.4130 8.4042
H 2.2334 -1.7501 6.8151
H 0.8533 -2.8815 6.9610
H 2.7706 -3.9006 6.2020
C 6.3793 -4.7292 -2.7238
O 5.5831 -4.3372 -1.6128
H 7.2286 -4.0517 -2.7983
H 6.7441 -5.7492 -2.5803
H 5.7911 -4.6714 -3.6442
H 4.8378 -4.9473 -1.5634
C -8.1235 2.0186 -2.8114
O -8.8172 2.2684 -1.5999
H -7.0530 2.0563 -2.6137
H -8.3851 1.0276 -3.1943
H -8.3803 2.7812 -3.5524
H -9.7637 2.2308 -1.7975
C -2.6044 -4.1512 2.1465
O -3.0763 -2.9342 2.7125
H -1.9215 -4.6262 2.8481
H -3.4483 -4.8160 1.9574
H -2.0746 -3.9419 1.2124
H -3.6767 -2.5375 2.0705
C 6.8508 -2.1365 3.0159
O 8.1240 -1.7531 2.5096
H 6.4565 -2.9418 2.3981
H 6.9518 -2.4886 4.0459
H 6.1656 -1.2849 2.9785
H 8.4526 -1.0417 3.0697
C -11.3216 1.8584 -4.3272
O -11.4513 2.4645 -3.0435
H -10.2827 1.9270 -4.6410
H -11.6132 0.8066 -4.2740
H -11.9515 2.3813 -5.0504
H -12.3772 2.3924 -2.7868
C 3.2555 4.9966 4.4769
O 3.0344 5.1566 3.0796
H 2.2935 5.0204 4.9855
H 3.7419 4.0371 4.6703
H 3.8809 5.8106 4.8510
H 3.8975 5.1328 2.6500
C -6.9371 -4.5145 2.9924
O -5.6454 -4.1501 2.5200
H -7.3245 -5.3146 2.3642
H -6.8702 -4.8669 4.0246
H -7.6107 -3.6556 2.9379
H -5.3219 -3.4424 3.0901
*
```

Its frontier orbital gap is 7.888 eV.

Entry 3:
DFT (ωB97M-V with the def2-TZVPD basis set) results for 8 unconnected molecules or ions with the total composition C33H55Br4NO12S2 in a non-equilibrium geometry.

```
! wB97M-V def2-TZVPD RIJCOSX def2/J DEFGRID3
* xyz 0 1
C -2.4712 -1.8362 1.8172
C -1.8668 -0.9520 0.7122
C -2.1218 0.5633 1.0043
C -1.1502 1.2524 1.9754
C 0.1704 0.4910 2.2379
C 0.7505 -0.3253 1.0986
N -0.3885 -1.1897 0.5784
O -0.1399 -2.3233 0.1321
C 1.7670 -1.2711 1.7460
C 1.2957 0.5630 -0.0113
C -2.5621 -1.2281 -0.6014
H -3.4821 -1.4747 1.9797
H -1.8688 -1.8483 2.7287
H -2.4345 -2.9124 1.6340
H -3.1273 0.8249 1.3305
H -2.0718 0.9925 0.0007
H -1.5732 1.3874 2.9731
H -1.0697 2.2635 1.5679
H -0.1855 -0.1443 3.0519
H 0.9455 1.1794 2.5702
H 1.2992 -2.1045 2.2680
H 2.2375 -0.7412 2.5786
H 2.5516 -1.6395 1.0900
H 1.6059 -0.0594 -0.8571
H 2.1849 1.1591 0.1841
H 0.5256 1.1850 -0.4736
H -2.3741 -2.2709 -0.8545
H -2.1246 -0.5582 -1.3404
H -3.6359 -1.0649 -0.5394
C -4.8783 -0.1140 -3.9900
C -3.6008 0.6160 -4.4366
O -3.6983 1.8706 -4.9051
H -5.6988 -0.1408 -4.7159
H -5.2154 0.2656 -3.0267
H -4.6921 -1.1969 -4.0463
H -3.1744 0.0718 -5.3204
H -2.8414 0.4219 -3.6401
Br -0.6152 -3.7933 3.6081
C -0.7495 -4.6622 5.3506
C -0.3783 -3.8264 6.5364
Br -1.8916 -2.6401 7.0681
H -0.0879 -5.5301 5.3657
H -1.7569 -5.0661 5.3685
H 0.5214 -3.2428 6.3768
H -0.3650 -4.4106 7.4507
Br -4.4205 0.5176 4.1134
C -3.9628 1.9965 5.2619
C -3.5337 1.4566 6.5964
Br -2.7056 2.9289 7.5846
H -4.6683 2.8222 5.2858
H -3.0559 2.4613 4.8679
H -2.7777 0.6733 6.6189
H -4.3200 0.9414 7.1518
O -4.0194 3.1476 -1.9513
S -4.5036 3.2245 -0.6224
O -4.9612 2.0664 0.0940
O -3.3124 3.8732 0.2485
C -3.5434 4.2962 1.5994
C -2.3406 5.0634 2.0941
C -5.8684 4.4117 -0.5731
H -3.7488 3.3800 2.1630
H -4.4177 4.9390 1.7337
H -2.2894 5.9805 1.5056
H -1.3766 4.5694 1.9717
H -2.4380 5.2745 3.1590
H -6.4662 4.2400 -1.4635
H -5.4315 5.4063 -0.5331
H -6.4621 4.1791 0.3071
O 0.9563 -3.0475 -3.7064
S 0.5531 -1.6806 -3.8227
O -0.0168 -0.8855 -2.7817
O 1.6359 -0.8816 -4.7005
C 1.6173 0.5654 -4.5543
C 2.3413 1.1511 -5.7590
C -0.7266 -1.7160 -5.0971
H 2.1936 0.6766 -3.6341
H 0.6598 1.0704 -4.4249
H 1.7955 1.0670 -6.6923
H 3.3807 0.8245 -5.7420
H 2.4664 2.2147 -5.5274
H -1.6696 -1.8439 -4.5720
H -0.4869 -2.4287 -5.8788
H -0.7053 -0.7192 -5.5378
C 4.0812 -5.3251 -2.8086
C 3.2307 -4.4115 -2.3408
C 3.6384 -3.0488 -1.9135
O 2.8899 -2.2606 -1.3808
C 5.0500 -2.7124 -2.2067
C 5.9258 -3.6371 -2.5778
C 5.5318 -5.0392 -2.8948
O 6.3482 -5.8938 -3.1566
H 3.7451 -6.3382 -2.9850
H 2.2061 -4.7335 -2.2108
H 5.3108 -1.6837 -1.9878
H 6.9291 -3.4051 -2.9169
C 7.2329 0.8723 1.0793
C 8.0338 1.7598 0.4894
C 7.5156 2.7085 -0.5267
O 8.2717 3.4810 -1.0632
C 6.0675 2.5240 -0.8435
C 5.3423 1.5013 -0.3913
C 5.8543 0.5688 0.6274
O 5.3271 -0.5009 0.8431
H 7.6551 0.2311 1.8446
H 9.0855 1.7381 0.7413
H 5.5242 3.3488 -1.2906
H 4.2690 1.4995 -0.5378
*
```

Its frontier orbital gap is 2.118 eV.

Entry 4:
DFT (ωB97M-V with the def2-TZVPD basis set) results for 4 unconnected molecules or ions with the total composition C4H17NO3 in a non-equilibrium geometry.

```
! wB97M-V def2-TZVPD RIJCOSX def2/J DEFGRID3
* xyz 0 1
C -0.0644 1.8718 2.2481
C 0.2601 0.7983 1.1714
C -0.2361 -0.5671 1.6765
N -1.1668 -1.0595 0.5754
C -2.2635 -1.8793 1.2275
H 0.4657 1.6277 3.1776
H 0.1473 2.7963 1.8789
H -1.1605 1.6089 2.4203
H -0.1725 1.0662 0.1153
H 1.3841 0.7810 1.0091
H 0.6135 -1.3544 1.7546
H -0.5948 -0.4169 2.7195
H -1.7864 -0.2334 0.2342
H -1.8549 -2.5717 1.9050
H -3.1403 -1.2409 1.5961
H -2.5441 -2.5241 0.3674
O -1.5635 -1.2296 -1.8824
H -1.0575 -0.4713 -2.1971
H -0.8913 -1.6994 -1.3386
O 1.0025 -2.4051 -1.7701
H 1.6861 -2.0137 -2.1446
H 0.3298 -2.5921 -2.4482
O 4.2066 3.9645 -4.5211
H 4.8897 4.1398 -3.9171
H 3.5113 3.6041 -3.8578
*
```

For the energy above the lowest of the compared OMol25 structures with the same formula, charge and spin, the calculation gives 63.9 kcal/mol. Its structure (SMILES) is CCCNC.O.O.O. Its frontier orbital gap is 9.470 eV.

Entry 5:
DFT (ωB97M-V with the def2-TZVPD basis set) results for a single C7H12Si molecule in a non-equilibrium geometry.

```
! wB97M-V def2-TZVPD RIJCOSX def2/J DEFGRID3
* xyz 0 1
C -0.1210 -3.3454 0.8046
C 0.4604 -2.1872 1.1177
C 1.2606 -1.3871 2.0472
C 0.4577 -0.7461 0.8088
Si -0.0152 0.6704 -0.2751
C -1.2040 1.6269 0.8573
C -0.8582 0.1367 -1.8789
C 1.2892 2.0052 -0.9173
H -0.7135 -3.3983 -0.0365
H -0.0128 -4.2994 1.4451
H 2.1496 -1.1687 2.6287
H -1.4628 0.9612 1.6784
H -0.8409 2.5162 1.2355
H -2.0910 1.8426 0.3255
H -0.2259 -0.3660 -2.5486
H -1.5307 -0.5943 -1.5714
H -1.3207 1.0094 -2.5127
H 1.4992 1.8447 -1.9436
H 1.0424 3.1036 -0.8105
H 2.2378 1.7757 -0.4542
*
```

For the energy above the lowest of the compared OMol25 structures with the same formula, charge and spin, the calculation gives 89.7 kcal/mol. Its structure (SMILES) is C=C1C=C1[Si](C)(C)C. Its frontier orbital gap (spin up / spin down) is 7.362 / 7.362 eV.

Entry 6:
DFT (ωB97M-V with the def2-TZVPD basis set) results for a molecular structure, C38H49BrCl4N7O2P2SSeTi in a non-equilibrium geometry.

```
! wB97M-V def2-TZVPD RIJCOSX def2/J DEFGRID3
* xyz 0 2
Ti -1.0473 0.4449 -0.5343
Cl -5.2728 5.5115 -1.5866
C -4.0074 4.5270 -0.9550
C -3.3322 4.9016 0.2021
Cl -3.7634 6.3629 1.0062
C -2.3248 4.0906 0.7345
Cl -1.4949 4.5369 2.1780
C -1.9987 2.8937 0.1121
O -1.1029 2.0156 0.5092
C -2.6719 2.5243 -1.0754
O -2.2592 1.3686 -1.5715
C -3.6677 3.3329 -1.5973
Cl -4.4946 2.8203 -3.0249
C 1.7806 -4.4312 1.6829
P 1.7401 -2.6302 1.1825
C 3.0976 -2.0525 2.2870
C 2.5792 -2.7960 -0.4328
C 3.9645 -2.8402 -0.5389
C 4.5818 -3.0124 -1.7669
C 3.8110 -3.1846 -2.8998
C 2.4292 -3.1232 -2.8129
C 1.7854 -2.9079 -1.5959
P -0.0427 -2.5926 -1.5734
C -0.6457 -4.2259 -0.9140
C -0.4527 -3.0155 -3.3259
H 2.7623 -4.7062 2.0687
H 1.5500 -5.0581 0.8240
H 1.0384 -4.6125 2.4635
H 3.9617 -2.7140 2.2502
H 2.7154 -2.0521 3.3084
H 3.3788 -1.0400 1.9996
H 4.5800 -2.6979 0.3379
H 5.6624 -3.0140 -1.8299
H 4.2784 -3.3434 -3.8633
H 1.8522 -3.2222 -3.7210
H -0.0089 -5.0278 -1.2871
H -1.6587 -4.3792 -1.2908
H -0.6696 -4.2520 0.1727
H -0.1431 -4.0383 -3.5471
H -0.0011 -2.3231 -4.0287
H -1.5345 -2.9464 -3.4416
Br -5.5934 -3.6843 1.9648
C -4.3024 -2.4760 1.3113
C -4.6846 -1.2885 0.7002
C -3.7158 -0.4532 0.1973
N -2.3844 -0.7337 0.2414
C -2.0352 -1.8561 0.9230
C -2.9448 -2.7424 1.4451
H -5.7277 -1.0197 0.6188
H -4.0027 0.4779 -0.2722
H -0.9718 -2.0029 1.0616
H -2.6023 -3.6322 1.9541
C 5.7034 4.2380 -2.4359
C 4.5543 3.4035 -1.9390
C 3.9979 3.6134 -0.6854
C 2.9802 2.8069 -0.1936
C 2.3991 3.0684 1.1681
C 2.5151 1.7456 -0.9813
Se 1.3486 0.4422 -0.1257
C 3.0296 1.5381 -2.2649
C 2.5671 0.4459 -3.1833
C 4.0346 2.3857 -2.7230
H 6.0314 4.9423 -1.6731
H 5.4194 4.7975 -3.3285
H 6.5474 3.5989 -2.6989
H 4.3810 4.4123 -0.0600
H 2.8179 3.9732 1.6067
H 2.5995 2.2270 1.8351
H 1.3147 3.1773 1.1008
H 1.8938 -0.2381 -2.6753
H 3.4208 -0.1229 -3.5544
H 2.0410 0.8716 -4.0394
H 4.4379 2.2118 -3.7155
C -2.3370 0.6381 3.4619
N -1.1508 -0.1123 3.0276
C -0.9931 -1.2586 3.9327
N -0.8732 -0.8637 5.3342
C -2.0680 -0.0966 5.6976
N -2.2400 1.0830 4.8515
C -1.0434 1.9191 4.9894
N 0.1695 1.1994 4.6037
C 0.0198 0.7695 3.2122
C 0.2926 0.0187 5.4497
H -3.2207 -0.0016 3.3606
H -2.4556 1.5104 2.8146
H -0.0943 -1.8140 3.6484
H -1.8641 -1.9119 3.8290
H -1.9791 0.2236 6.7380
H -2.9469 -0.7388 5.5970
H -0.9531 2.2389 6.0304
H -1.1481 2.7989 4.3550
H 0.9168 0.2382 2.8947
H -0.1019 1.6486 2.5813
H 0.4020 0.3275 6.4918
H 1.1789 -0.5436 5.1467
C -2.0940 1.5147 -5.9645
N -2.8224 0.5774 -5.1329
C -2.3115 0.0305 -4.0256
N -3.1220 -0.8236 -3.3474
S -0.7087 0.2465 -3.5788
H -2.6686 1.6940 -6.8701
H -1.1200 1.0992 -6.2132
H -1.9442 2.4647 -5.4465
H -3.8214 0.5505 -5.2551
H -4.1214 -0.7485 -3.4617
H -2.7997 -1.0967 -2.4359
*
```

For the energy above the lowest of the compared OMol25 structures with the same formula, charge and spin, the calculation gives 26.6 kcal/mol. The expectation value of S² is 0.766. Its frontier orbital gap (spin up / spin down) is 6.347 / 6.680 eV.

Entry 7:
DFT (ωB97M-V with the def2-TZVPD basis set) results for 16 unconnected molecules or ions with the total composition H33O16 in a non-equilibrium geometry.

```
! wB97M-V def2-TZVPD RIJCOSX def2/J DEFGRID3
* xyz 0 2
O 2.1744 1.1475 -0.9550
H 2.9236 1.2912 -1.5363
H 2.2576 0.3516 -0.4149
O 0.8434 3.7892 3.7167
H -0.9228 -3.7425 0.8587
H -1.9023 0.0782 3.1906
O -1.8496 -3.4816 0.6441
H -2.5019 0.2698 -5.0327
H -5.1023 0.4978 2.5470
O -0.5756 0.5445 0.5103
H -1.2971 0.2518 1.1691
H 0.7624 -2.4348 -1.6044
O -1.8627 -0.2196 -4.5306
H -0.0803 3.6318 3.5639
H -1.4204 -0.8345 -5.1855
O -2.4406 -2.7771 -2.3709
H -3.1592 -2.1419 -2.2142
H -4.3289 0.3394 3.9913
O 3.4057 1.2796 -3.7250
H -0.5073 1.8831 -0.1129
H 3.8113 2.1474 -3.8298
O 1.6991 4.2633 1.3180
H -0.9329 -2.0551 -2.8762
H 1.4668 4.2062 2.2651
O -4.3227 0.1170 3.0333
H 0.0903 0.0045 0.9789
O -1.8571 0.9761 2.7409
H 1.9920 -2.1424 -0.3851
H -2.8547 1.0157 2.8665
O 2.4530 -1.6850 0.2802
H 3.1667 -2.3189 0.2908
H 2.7766 -4.1799 -1.6121
O -0.4064 2.2530 5.4177
H -1.9888 -3.1354 -0.2282
H 3.8711 -4.8055 -0.6914
O 0.1829 -2.9648 -1.0753
H -0.4782 -3.2759 -1.6969
H -0.7581 1.5622 4.8819
O 3.3887 -3.9604 -0.9205
H -1.0698 3.0014 5.1574
H -2.7088 -3.6791 -2.5507
O -0.1099 -1.5544 -3.0449
H 4.1105 0.6042 -3.7261
H -0.3303 -0.6617 -2.8120
O -0.0079 2.6303 -0.7927
H 0.7563 2.0170 -1.1023
H 1.1925 3.4686 4.5288
H 1.8759 5.1958 1.2040
H 0.5761 3.2327 -0.1285
*
```

For the energy above the lowest of the compared OMol25 structures with the same formula, charge and spin, the calculation gives 12.4 kcal/mol. The expectation value of S² is 0.751. Its frontier orbital gap (spin up / spin down) is 2.270 / 10.469 eV.

Entry 8:
DFT (ωB97M-V with the def2-TZVPD basis set) results for a molecular structure, C18H27N2O3RhS6 in a non-equilibrium geometry.

```
! wB97M-V def2-TZVPD RIJCOSX def2/J DEFGRID3
* xyz 2 1
Rh 0.3858 -0.0788 0.7709
C 0.7570 -2.1114 3.4072
C 1.6498 -0.9859 3.8880
S 2.1998 0.1439 2.5550
C 1.8509 1.7690 3.3009
C 0.3995 2.0516 3.6238
S -0.7133 1.7269 2.2085
C -2.0348 0.7522 2.9848
C -1.6083 -0.5704 3.5810
S -0.6750 -1.6147 2.3991
H 0.3692 -2.6682 4.2618
H 1.3062 -2.7980 2.7640
H 2.5542 -1.4242 4.3099
H 1.1731 -0.3792 4.6554
H 2.2293 2.4802 2.5658
H 2.4636 1.8546 4.1994
H 0.2981 3.1129 3.8535
H 0.0390 1.4845 4.4798
H -2.7497 0.6025 2.1747
H -2.5001 1.3790 3.7472
H -2.5012 -1.1385 3.8422
H -1.0042 -0.4579 4.4793
O -1.1401 3.7096 -1.5784
C -1.6963 3.0573 -2.6123
C -2.2594 3.8250 -3.6335
C -2.8470 3.2153 -4.7177
C -2.8983 1.8225 -4.8177
C -2.3439 1.0497 -3.8289
C -1.7314 1.6417 -2.7115
C -1.1394 0.7980 -1.6753
O -0.5755 1.3153 -0.6252
N -1.2065 -0.5038 -1.8268
N -0.5834 -1.2203 -0.8901
C -0.5932 -2.5133 -0.9600
S -1.5821 -3.3543 -2.1088
C -0.8788 -4.9935 -1.7275
C -0.4628 -5.0160 -0.2727
S 0.4460 -3.4669 0.0536
H -0.8016 3.0612 -0.9483
H -2.2163 4.9021 -3.5427
H -3.2734 3.8264 -5.5020
H -3.3765 1.3612 -5.6702
H -2.3702 -0.0290 -3.8872
H -0.0333 -5.1593 -2.3924
H -1.6492 -5.7355 -1.9299
H 0.2057 -5.8480 -0.0586
H -1.3157 -5.0511 0.4029
C 3.8433 -0.2939 -2.4914
S 2.2848 0.2449 -1.7708
C 2.8742 1.8048 -1.0657
O 2.1052 -0.6831 -0.5689
H 4.5999 -0.3703 -1.7127
H 4.1302 0.4324 -3.2511
H 3.6748 -1.2648 -2.9524
H 3.1054 2.5071 -1.8654
H 3.7542 1.6000 -0.4568
H 2.0617 2.1985 -0.4558
*
```

For the energy above the lowest of the compared OMol25 structures with the same formula, charge and spin, the calculation gives 73.5 kcal/mol. Its frontier orbital gap (spin up / spin down) is 4.660 / 4.665 eV.

DFT total energy per entry: -434.0804 -8730.2929 -13340.0708 -442.9754 -563.2427 -10757.8773 -1223.4241 -3536.4167 hartree